Formula: C69H58BFNO21S
Source: the OMol25 dataset
Level of theory: the ωB97M-V functional and the def2-TZVPD basis

```
152
Properties=species:S:1:pos:R:3:mulliken_charge:R:1
C -6.071 0.328 1.940 -0.387
C -5.815 -0.180 0.766 -0.336
N -5.319 -0.491 -0.606 0.425
C -5.414 0.479 -1.723 0.431
C -6.130 1.918 -1.455 -1.121
B -5.006 3.072 -1.079 0.657
O -5.185 4.048 -0.023 -0.537
O -3.770 3.140 -1.865 -0.543
C -4.828 0.124 -3.164 0.311
S -4.876 1.247 -4.629 1.437
C -3.209 1.423 -5.487 -0.375
O -5.344 2.658 -4.363 -0.637
O -5.821 0.623 -5.646 -0.662
C -4.176 -1.332 -3.394 -0.243
C -3.586 -1.830 -4.833 -1.350
C -1.979 -1.639 -4.965 1.048
C -1.240 -2.102 -6.316 -0.768
C 0.337 -1.880 -6.436 -0.627
C 1.230 -1.264 -5.296 -0.157
C 0.507 -0.803 -3.980 -0.875
C -1.049 -0.990 -3.876 -0.127
C -4.142 -2.359 -2.160 0.375
C -3.542 -3.828 -2.402 0.210
F -4.028 -4.824 -1.432 -0.362
C -1.935 -3.935 -2.383 -0.541
C -1.193 -3.025 -1.280 -0.559
C -4.726 -1.844 -0.766 -0.251
O -4.735 -2.714 0.390 -0.368
C -3.540 -2.515 1.211 0.295
C -3.063 -3.912 1.923 -0.943
H -6.575 0.736 2.903 0.428
H -6.785 2.229 -2.369 0.444
H -6.856 1.896 -0.561 0.382
H -4.279 4.193 0.358 0.302
H -3.305 3.991 -1.669 0.288
H -3.145 0.638 -6.346 -0.101
H -3.153 2.452 -6.032 0.468
H -2.361 1.266 -4.730 0.231
H -3.808 -2.934 -5.054 0.454
H -4.043 -1.233 -5.725 0.596
H -1.839 -2.557 -7.179 0.470
H 0.894 -2.185 -7.409 0.419
H 2.377 -1.137 -5.377 0.180
H 1.064 -0.335 -3.074 0.334
H -1.546 -0.643 -2.885 0.457
H -3.884 -4.250 -3.434 0.206
H -1.448 -3.790 -3.432 0.181
H -1.691 -5.041 -2.105 0.499
H -0.063 -2.882 -1.534 0.375
H -1.619 -1.967 -1.149 -0.013
H -1.219 -3.573 -0.272 0.040
H -2.681 -1.955 0.697 0.147
H -3.872 -1.836 2.101 0.123
H -2.069 -4.310 1.511 0.252
H -3.914 -4.692 1.932 0.278
H -2.864 -3.663 3.045 0.191
C -3.875 0.431 5.875 -0.520
C -2.850 -0.421 5.933 -0.485
C -3.070 -1.877 6.058 0.330
O -2.135 -2.656 6.113 -0.586
C -4.469 -2.353 6.115 -0.261
C -5.493 -1.500 6.057 -0.610
C -5.274 -0.045 5.932 0.773
O -6.210 0.735 5.876 -0.640
H -3.732 1.501 5.785 0.471
H -1.820 -0.089 5.892 0.474
H -4.611 -3.421 6.205 0.590
H -6.524 -1.832 6.098 0.511
C -5.647 -4.353 10.323 -0.495
C -5.611 -3.904 11.579 -0.407
C -5.560 -2.457 11.875 0.304
O -5.525 -2.047 13.021 -0.529
C -5.552 -1.527 10.726 -0.452
C -5.588 -1.975 9.471 -0.073
C -5.639 -3.423 9.174 0.454
O -5.673 -3.836 8.026 -0.549
H -5.683 -5.409 10.088 0.418
H -5.617 -4.572 12.431 0.445
H -5.516 -0.470 10.961 0.465
H -5.582 -1.307 8.619 0.357
C 6.259 -1.392 -6.932 -0.373
C 7.281 -2.246 -6.856 -0.336
C 7.056 -3.699 -6.715 0.251
O 7.988 -4.479 -6.643 -0.548
C 5.656 -4.170 -6.662 -0.411
C 4.635 -3.315 -6.738 -0.249
C 4.860 -1.862 -6.879 0.519
O 3.926 -1.079 -6.951 -0.636
H 6.406 -0.324 -7.035 0.485
H 8.312 -1.917 -6.893 0.427
H 5.509 -5.238 -6.559 0.425
H 3.603 -3.643 -6.700 0.427
C 5.707 1.691 -4.288 -0.265
C 5.790 2.935 -3.813 -0.403
C 6.733 3.280 -2.729 0.065
O 6.808 4.416 -2.294 -0.506
C 7.581 2.196 -2.192 -0.282
C 7.498 0.951 -2.666 -0.499
C 6.555 0.606 -3.751 0.381
O 6.480 -0.530 -4.186 -0.507
H 5.021 1.420 -5.081 0.474
H 5.177 3.742 -4.196 0.514
H 8.267 2.467 -1.399 0.504
H 8.112 0.146 -2.283 0.500
C -1.251 -1.745 -10.748 -0.219
C -1.320 -0.951 -9.679 -0.390
C -2.380 0.063 -9.545 0.258
O -2.432 0.783 -8.567 -0.561
C -3.368 0.169 -10.638 -0.370
C -3.302 -0.624 -11.709 -0.423
C -2.238 -1.642 -11.845 0.292
O -2.178 -2.368 -12.819 -0.534
H -0.479 -2.495 -10.862 0.440
H -0.607 -1.012 -8.866 0.568
H -4.140 0.919 -10.520 0.446
H -4.017 -0.560 -12.520 0.417
C -3.641 -0.113 14.872 -0.296
C -3.227 0.946 14.173 -0.369
C -2.235 1.890 14.726 0.379
O -1.858 2.858 14.088 -0.552
C -1.718 1.617 16.083 -0.404
C -2.131 0.559 16.783 -0.362
C -3.123 -0.386 16.229 0.303
O -3.500 -1.353 16.866 -0.539
H -4.368 -0.814 14.482 0.641
H -3.595 1.160 13.177 0.411
H -0.991 2.319 16.473 0.404
H -1.763 0.345 17.779 0.413
C 6.654 10.192 -2.290 -0.392
C 6.072 9.491 -3.264 -0.344
C 5.914 8.025 -3.164 0.367
O 5.384 7.383 -4.054 -0.556
C 6.425 7.366 -1.943 -0.173
C 7.007 8.068 -0.969 -0.378
C 7.165 9.533 -1.069 0.362
O 7.695 10.175 -0.179 -0.546
H 6.779 11.266 -2.346 0.405
H 5.692 9.958 -4.164 0.414
H 6.300 6.292 -1.886 0.488
H 7.387 7.600 -0.069 0.420
C 10.785 -0.683 1.119 -0.335
C 11.491 -0.221 2.153 -0.392
C 11.072 0.992 2.886 0.340
O 11.716 1.415 3.827 -0.532
C 9.841 1.671 2.431 -0.402
C 9.135 1.209 1.398 -0.200
C 9.554 -0.004 0.665 0.316
O 8.908 -0.428 -0.279 -0.521
H 11.077 -1.570 0.570 0.430
H 12.394 -0.708 2.499 0.405
H 9.548 2.558 2.980 0.416
H 8.231 1.696 1.052 0.461
```

Values from the calculation:
gap between HOMO and LUMO: 0.234 hartree
net charge: +1
2S+1: 1
energy above the lowest of the compared OMol25 structures with the same formula, charge and spin: 198.9 kcal/mol

Formula: C69H63AsIrN3OS2Sb2
Source: the OMol25 dataset
Level of theory: the ωB97M-V functional and the def2-TZVPD basis

```
142
Properties=species:S:1:pos:R:3:mulliken_charge:R:1
Ir -0.239 0.292 -1.605 2.685
C -0.920 1.578 2.188 0.054
C -0.656 0.887 3.524 -1.127
C -0.040 -0.495 3.355 -0.426
Sb -1.128 -1.809 2.024 0.040
C -0.243 -3.688 2.683 1.596
C -0.179 -3.898 4.052 -0.749
C 0.288 -5.112 4.533 -0.802
C 0.665 -6.115 3.652 -0.776
C 0.583 -5.902 2.284 -0.913
C 0.133 -4.682 1.797 -0.287
C -2.969 -2.081 3.082 1.376
C -3.150 -1.685 4.402 -0.386
C -4.374 -1.887 5.026 -0.836
C -5.419 -2.480 4.334 -0.660
C -5.238 -2.889 3.019 -0.693
C -4.019 -2.684 2.392 -0.594
Sb -2.724 0.868 1.235 0.425
C -2.776 2.346 -0.323 0.574
C -3.939 2.452 -1.077 -0.915
C -4.076 3.481 -1.994 -0.832
C -3.048 4.401 -2.169 -0.722
C -1.877 4.278 -1.440 -0.709
C -1.737 3.245 -0.521 0.488
C -3.983 1.997 2.589 0.743
C -3.796 3.373 2.609 -0.414
C -4.550 4.148 3.478 -0.813
C -5.483 3.548 4.314 -0.576
C -5.673 2.176 4.276 -0.626
C -4.920 1.391 3.411 -0.431
H -0.091 1.399 1.501 -1.203
H -1.056 2.650 2.347 1.181
H -1.587 0.833 4.096 -0.016
H 0.034 1.505 4.109 0.613
H 0.073 -0.997 4.317 0.782
H 0.955 -0.399 2.912 -0.080
H -0.502 -3.135 4.751 0.291
H 0.345 -5.269 5.602 0.443
H 1.021 -7.063 4.032 0.423
H 0.858 -6.682 1.586 0.472
H 0.091 -4.519 0.729 0.538
H -2.345 -1.210 4.952 0.280
H -4.509 -1.579 6.055 0.471
H -6.378 -2.620 4.815 0.437
H -6.046 -3.367 2.481 0.459
H -3.883 -2.992 1.359 0.299
H -4.743 1.737 -0.937 0.497
H -4.988 3.568 -2.569 0.461
H -3.169 5.217 -2.869 0.441
H -1.070 4.987 -1.575 0.506
H -0.831 3.186 0.066 0.206
H -3.084 3.849 1.945 0.296
H -4.409 5.220 3.494 0.440
H -6.066 4.157 4.992 0.405
H -6.413 1.712 4.913 0.447
H -5.068 0.318 3.386 0.367
S -2.441 2.259 -5.185 -0.304
C -0.953 3.148 -5.108 1.083
C -0.575 4.270 -5.835 -0.803
C 0.664 4.823 -5.580 -0.599
C 1.515 4.263 -4.623 -0.923
C 1.140 3.149 -3.902 -0.214
C -0.114 2.586 -4.134 -1.016
N -0.678 1.512 -3.472 0.002
C -1.883 1.248 -3.894 0.675
C -2.687 0.213 -3.277 0.471
C -3.855 -0.240 -3.890 -0.605
C -4.608 -1.238 -3.304 -1.599
C -4.210 -1.759 -2.081 -0.887
C -3.056 -1.292 -1.467 0.947
C -2.250 -0.309 -2.038 0.372
H -1.237 4.705 -6.571 0.453
H 0.979 5.701 -6.126 0.426
H 2.481 4.716 -4.448 0.473
H 1.795 2.712 -3.162 0.284
H -4.161 0.179 -4.842 0.518
H -5.496 -1.612 -3.795 0.438
H -4.785 -2.548 -1.616 0.578
H -2.772 -1.735 -0.521 -0.604
C 3.824 -3.474 -5.608 -0.554
C 2.782 -4.314 -5.243 -0.819
C 1.805 -3.870 -4.365 -0.483
C 1.874 -2.581 -3.843 0.526
C 2.920 -1.741 -4.209 -0.567
C 3.891 -2.189 -5.091 -0.703
As 0.668 -2.034 -2.404 1.942
C -0.788 -3.294 -2.649 0.397
C -1.330 -3.977 -1.569 -0.164
C -2.396 -4.846 -1.741 -0.464
C -2.923 -5.043 -3.008 -0.774
C -2.392 -4.360 -4.095 -0.910
C -1.346 -3.469 -3.914 -0.815
C 1.714 -2.793 -0.930 0.008
C 2.333 -4.036 -1.029 -0.526
C 3.187 -4.474 -0.029 -1.018
C 3.436 -3.671 1.076 -1.035
C 2.819 -2.435 1.190 -0.636
C 1.959 -2.001 0.189 0.795
H 4.583 -3.822 -6.295 0.396
H 2.734 -5.324 -5.627 0.428
H 0.995 -4.531 -4.086 0.407
H 2.976 -0.739 -3.798 0.444
H 4.710 -1.538 -5.367 0.439
H -0.920 -3.816 -0.578 -0.221
H -2.820 -5.367 -0.892 0.512
H -3.750 -5.725 -3.151 0.426
H -2.798 -4.528 -5.083 0.466
H -0.946 -2.920 -4.759 0.581
H 2.166 -4.656 -1.901 0.438
H 3.668 -5.439 -0.116 0.488
H 4.127 -4.001 1.841 0.472
H 3.028 -1.805 2.047 0.669
H 1.496 -1.020 0.248 -0.361
C 6.598 1.542 1.155 -0.995
C 5.696 0.708 2.064 -0.693
C 4.343 1.373 2.287 -0.319
N 3.586 1.349 1.033 0.769
C 2.483 1.988 0.689 -1.285
S 1.761 1.555 -0.805 0.013
N 1.962 2.973 1.457 0.498
C 2.591 3.993 2.248 0.551
O 1.986 4.406 3.199 -0.552
C 3.881 4.521 1.757 -0.325
C 4.733 5.141 2.673 -0.401
C 5.929 5.688 2.247 -0.682
C 6.274 5.639 0.902 -0.366
C 5.416 5.052 -0.019 -0.792
C 4.222 4.495 0.403 0.097
H 7.524 1.008 0.951 0.453
H 6.850 2.492 1.627 0.208
H 6.110 1.763 0.204 0.206
H 6.177 0.575 3.033 0.472
H 5.541 -0.286 1.631 0.243
H 4.493 2.395 2.621 0.187
H 3.774 0.840 3.055 0.176
H 3.921 0.689 0.343 0.404
H 0.957 3.075 1.446 -0.315
H 4.442 5.179 3.715 0.488
H 6.591 6.165 2.956 0.432
H 7.202 6.081 0.566 0.433
H 5.675 5.044 -1.069 0.442
H 3.538 4.082 -0.328 0.553
```

Values from the calculation:
gap between HOMO and LUMO (alpha / beta): 0.254 / 0.177 hartree
<S²>: 6.0278
net charge: +2
2S+1: 5

Formula: C69H82BClN11O3RbS2Si
Source: the OMol25 dataset
Level of theory: the ωB97M-V functional and the def2-TZVPD basis

```
171
Properties=species:S:1:pos:R:3:mulliken_charge:R:1
Rb 0.151 -0.513 -0.652 -0.483
C 0.051 2.044 1.474 -0.065
O 1.243 1.560 0.863 1.216
C 2.239 2.469 0.669 0.723
C 2.133 3.813 0.995 -1.381
C 3.200 4.673 0.755 -0.492
C 4.382 4.194 0.216 -1.234
C 4.502 2.841 -0.077 -0.021
C 3.446 1.969 0.143 -0.063
N 3.469 0.607 -0.223 0.655
N 4.586 0.047 -0.089 -0.361
C 4.703 -1.247 -0.546 -0.380
C 3.774 -1.821 -1.473 0.656
O 2.728 -1.241 -1.827 -0.329
C 4.150 -3.116 -2.032 -1.125
C 5.233 -3.803 -1.615 -0.758
C 6.129 -3.266 -0.630 0.981
C 7.246 -3.989 -0.179 -0.882
C 8.101 -3.469 0.762 -0.562
C 7.848 -2.184 1.274 -0.730
C 6.765 -1.456 0.849 -0.854
C 5.866 -1.972 -0.117 1.044
H 0.254 2.395 2.488 0.413
H -0.644 1.207 1.527 -0.446
H -0.389 2.846 0.879 -0.267
H 1.221 4.208 1.417 0.369
H 3.082 5.728 0.971 0.446
H 5.205 4.871 0.018 0.347
H 5.412 2.432 -0.499 0.510
H 3.479 -3.524 -2.780 0.455
H 5.446 -4.789 -2.020 0.344
H 7.425 -4.976 -0.596 0.359
H 8.957 -4.037 1.105 0.378
H 8.516 -1.764 2.018 0.377
H 6.570 -0.470 1.247 0.410
C -5.826 -0.780 4.033 -1.539
C -5.141 0.047 2.994 0.031
C -5.625 1.137 2.306 -0.836
C -4.559 1.540 1.476 -0.701
N -3.520 0.740 1.635 0.635
N -3.867 -0.158 2.584 0.318
B -2.870 -1.111 3.268 -0.224
N -2.774 -2.543 2.688 0.463
N -3.120 -2.954 1.447 -0.315
C -2.975 -4.274 1.432 -0.613
C -2.524 -4.732 2.683 -0.606
C -2.399 -3.593 3.451 0.265
C -1.920 -3.469 4.860 -1.515
C -3.319 -5.109 0.218 3.003
C -2.873 -6.556 0.438 -2.286
C -2.619 -4.582 -1.037 -0.946
C -4.840 -5.088 0.009 -1.857
N -1.460 -0.450 3.381 0.845
N -0.329 -1.085 3.011 0.266
C 0.676 -0.489 3.634 -0.711
C 0.187 0.555 4.448 -1.158
C -1.182 0.549 4.246 0.219
C -2.227 1.465 4.792 -1.302
C 2.094 -1.009 3.517 3.486
C 2.367 -1.519 2.098 0.186
C 3.098 0.096 3.846 -1.988
C 2.254 -2.163 4.519 -1.971
C -4.510 2.734 0.558 3.546
C -4.363 3.998 1.420 -2.125
C -3.328 2.619 -0.397 -0.945
C -5.813 2.869 -0.240 -1.982
H -6.865 -0.458 4.122 0.453
H -5.808 -1.840 3.774 0.197
H -5.343 -0.675 5.006 0.200
H -6.602 1.583 2.411 0.519
H -3.268 -1.254 4.404 -0.150
H -2.306 -5.741 2.993 0.532
H -1.610 -4.449 5.223 0.441
H -1.071 -2.784 4.921 0.067
H -2.702 -3.085 5.519 0.242
H -1.790 -6.614 0.577 0.291
H -3.360 -6.997 1.311 0.459
H -3.133 -7.158 -0.437 0.453
H -2.904 -3.555 -1.251 -0.256
H -1.536 -4.595 -0.913 -0.156
H -2.879 -5.203 -1.901 0.613
H -5.351 -5.561 0.851 0.419
H -5.200 -4.061 -0.070 0.218
H -5.108 -5.627 -0.906 0.436
H 0.738 1.239 5.073 0.493
H -1.747 2.298 5.306 0.484
H -2.853 1.861 3.992 -0.032
H -2.883 0.950 5.501 0.218
H 2.450 -0.685 1.401 -0.316
H 3.308 -2.075 2.062 0.892
H 1.562 -2.168 1.762 -1.651
H 3.029 0.905 3.116 0.124
H 2.928 0.510 4.843 0.436
H 4.115 -0.303 3.812 0.436
H 1.531 -2.951 4.302 0.082
H 3.262 -2.586 4.458 0.506
H 2.083 -1.815 5.541 0.439
H -3.513 3.899 2.101 0.293
H -4.198 4.876 0.791 0.514
H -5.261 4.159 2.021 0.418
H -2.386 2.554 0.146 -0.483
H -3.392 1.724 -1.018 -0.363
H -3.290 3.488 -1.056 0.746
H -6.675 2.958 0.426 0.330
H -5.769 3.766 -0.863 0.526
H -5.982 2.010 -0.894 0.199
C -0.512 -1.750 -4.702 -0.677
C 0.088 -3.014 -4.196 0.422
N 0.252 -3.331 -2.957 0.555
C 0.880 -4.546 -2.813 -0.464
C 1.169 -5.181 -3.982 -0.296
S 0.669 -4.225 -5.307 -0.344
C 1.225 -5.052 -1.477 0.054
C 1.966 -6.165 -1.236 -0.515
S 2.159 -6.395 0.446 -0.444
C 1.203 -4.970 0.736 0.408
N 0.804 -4.384 -0.346 0.433
C 0.867 -4.545 2.125 -1.139
H -1.325 -1.433 -4.049 -0.172
H -0.879 -1.868 -5.721 0.566
H 0.240 -0.960 -4.694 0.077
H 1.651 -6.134 -4.129 0.432
H 2.446 -6.824 -1.941 0.441
H 1.773 -4.333 2.695 0.637
H 0.312 -5.329 2.640 0.690
H 0.244 -3.653 2.097 -0.327
C -4.860 -1.235 -3.531 -1.676
C -3.991 -1.068 -2.303 0.550
C -4.684 -1.109 -0.976 1.788
O -2.796 -0.883 -2.416 -0.226
H -5.388 -2.190 -3.480 0.386
H -4.256 -1.189 -4.435 0.335
H -5.613 -0.442 -3.550 0.337
H -4.648 -0.106 -0.541 -0.923
H -4.141 -1.717 -0.250 -1.068
H -5.724 -1.426 -1.060 0.500
C 3.346 6.114 -5.243 -0.554
C 3.745 5.394 -4.124 -0.464
C 2.800 4.946 -3.209 0.250
C 1.434 5.217 -3.356 0.206
C 1.062 5.939 -4.499 -0.499
C 1.995 6.382 -5.430 -0.576
Si 0.191 4.517 -2.062 0.806
C 0.204 6.029 -0.829 -0.082
C 1.198 7.024 -0.875 -0.087
C 1.280 8.048 0.061 -0.807
C 0.358 8.137 1.095 -0.422
C -0.638 7.172 1.174 -0.545
C -0.699 6.146 0.241 -0.262
H 4.079 6.461 -5.963 0.312
H 4.795 5.167 -3.970 0.402
H 3.129 4.361 -2.353 -0.105
H 0.011 6.161 -4.657 0.317
H 1.670 6.938 -6.303 0.335
H -1.151 4.751 -2.744 -0.453
H 1.933 6.997 -1.671 0.270
H 2.071 8.788 -0.021 0.346
H 0.416 8.938 1.824 0.346
H -1.367 7.211 1.977 0.383
H -1.470 5.399 0.357 0.342
Cl 0.486 2.660 -7.714 -0.302
C 1.040 2.145 -6.140 0.390
C 2.391 2.081 -5.864 -0.656
C 2.763 1.641 -4.604 -0.355
C 1.778 1.325 -3.681 -0.079
N 0.476 1.394 -3.957 0.258
C 0.115 1.782 -5.175 -0.863
H 3.122 2.375 -6.606 0.449
H 3.806 1.547 -4.331 0.508
H 2.054 0.964 -2.698 0.310
H -0.948 1.815 -5.387 0.383
```

Values from the calculation:
gap between HOMO and LUMO: 0.159 hartree
net charge: -2
2S+1: 1

Per-record E, hartree: -4820.79301, -6523.03407, -5101.75462